{"formula": "C24H76N20O12", "method": "ωB97M-V/def2-TZVPD", "symbols": ["C", "C", "C", "O", "C", "N", "H", "H", "H", "H", "H", "H", "H", "H", "H", "H", "H", "C", "C", "C", "O", "C", "N", "H", "H", "H", "H", "H", "H", "H", "H", "H", "H", "H", "C", "C", "C", "O", "C", "N", "H", "H", "H", "H", "H", "H", "H", "H", "H", "H", "H", "C", "C", "C", "O", "C", "N", "H", "H", "H", "H", "H", "H", "H", "H", "H", "H", "H", "C", "O", "N", "N", "H", "H", "H", "H", "C", "O", "N", "N", "H", "H", "H", "H", "C", "O", "N", "N", "H", "H", "H", "H", "C", "O", "N", "N", "H", "H", "H", "H", "C", "O", "N", "N", "H", "H", "H", "H", "C", "O", "N", "N", "H", "H", "H", "H", "C", "O", "N", "N", "H", "H", "H", "H", "C", "O", "N", "N", "H", "H", "H", "H"], "coordinates": [[3.3662, 1.6342, -2.4321], [4.7399, 1.7500, -1.8035], [5.6974, 2.4748, -2.7814], [5.7886, 2.0007, -4.1027], [6.4721, 0.7773, -4.2483], [4.5897, 2.5126, -0.5628], [3.3563, 1.0868, -3.3800], [3.0402, 2.6475, -2.7001], [2.5139, 1.2802, -1.8592], [5.1490, 0.7519, -1.6335], [6.7273, 2.3780, -2.4072], [5.5493, 3.5545, -2.7138], [7.5441, 0.9894, -4.1756], [6.3823, 0.4350, -5.2816], [6.1435, -0.0714, -3.6472], [4.0391, 3.3413, -0.7916], [3.8599, 2.0902, 0.0109], [-5.1440, 0.2895, -4.3101], [-5.2005, 1.6927, -3.6967], [-3.8306, 2.1096, -3.2142], [-3.6521, 1.5181, -1.9259], [-2.4325, 1.8456, -1.2810], [-5.6964, 2.6226, -4.7205], [-4.5632, 0.2314, -5.2312], [-6.1021, -0.1421, -4.6136], [-4.7592, -0.3988, -3.5568], [-5.8883, 1.6198, -2.8498], [-3.8110, 3.1928, -3.0286], [-2.9644, 1.9465, -3.8611], [-1.5838, 1.5965, -1.9279], [-2.2615, 1.2467, -0.3878], [-2.3638, 2.9129, -1.0644], [-5.8290, 3.5632, -4.3561], [-6.6682, 2.3552, -4.8623], [-4.5766, -4.0072, 6.9810], [-3.4757, -4.5184, 5.9822], [-2.2333, -3.6081, 6.0869], [-2.2161, -2.3986, 5.3398], [-2.4488, -2.6191, 3.9278], [-3.1615, -5.8642, 6.4369], [-4.8614, -2.9628, 6.8326], [-4.1836, -4.0523, 7.9975], [-5.4890, -4.5851, 6.8466], [-3.9459, -4.5546, 5.0010], [-1.3740, -4.1753, 5.6938], [-1.8958, -3.3467, 7.0922], [-3.4810, -2.3282, 3.7241], [-2.3521, -3.6599, 3.6158], [-1.7987, -1.9626, 3.3522], [-2.6961, -5.7626, 7.3365], [-2.4136, -6.1987, 5.8310], [3.3948, 3.7939, -6.2349], [1.9437, 3.7710, -6.8199], [0.9106, 3.6528, -5.7099], [1.0743, 2.4238, -4.9713], [0.3538, 2.4881, -3.7761], [1.7642, 4.9963, -7.5718], [4.1354, 3.8921, -7.0320], [3.7301, 2.8094, -5.8924], [3.4363, 4.5244, -5.4292], [1.8654, 2.9123, -7.4867], [-0.0464, 3.5727, -6.2318], [0.9354, 4.4979, -5.0195], [0.7347, 3.2831, -3.1212], [0.3827, 1.6312, -3.1016], [-0.7123, 2.6813, -3.9436], [2.2684, 5.7751, -7.1693], [2.1094, 4.9045, -8.5164], [-2.7670, -2.1978, -0.4907], [-1.8269, -1.6706, 0.1393], [-3.5701, -1.5870, -1.3588], [-3.0413, -3.5066, -0.2573], [-4.4253, -2.0672, -1.5702], [-3.4958, -0.6066, -1.5872], [-3.7303, -4.0135, -0.7801], [-2.5688, -3.9501, 0.5396], [3.5034, -1.9305, 0.9306], [3.3201, -1.8444, -0.2880], [2.4486, -1.5742, 1.7210], [4.6744, -2.1639, 1.5547], [1.7287, -0.9964, 1.3206], [2.7044, -1.5247, 2.6988], [4.8336, -2.0178, 2.5363], [5.5044, -2.0179, 1.0032], [0.8204, 0.4933, 0.2943], [1.7489, 1.3242, 0.2836], [0.3400, -0.1890, -0.7721], [0.2031, 0.1278, 1.4224], [-0.5476, -0.6822, -0.6787], [0.8242, -0.0393, -1.6436], [-0.4855, -0.5948, 1.5323], [0.6585, 0.5739, 2.2065], [-0.3511, -4.7375, 1.5770], [-1.5211, -5.1559, 1.3825], [-0.0702, -3.4525, 1.3386], [0.6449, -5.4493, 2.1375], [0.8113, -3.0442, 1.6146], [-0.8655, -2.8568, 1.1458], [1.1111, -5.0498, 2.9384], [0.3883, -6.4051, 2.3465], [-0.3117, 3.9201, 2.5442], [-0.8439, 4.1541, 3.6431], [-0.7613, 4.4600, 1.3901], [0.8230, 3.2112, 2.5024], [-0.1253, 4.5846, 0.6208], [-1.4776, 5.1586, 1.4930], [1.3369, 3.0179, 1.6573], [1.0500, 2.7288, 3.3563], [0.4181, -1.8200, -2.9839], [-0.4480, -1.5870, -3.8246], [1.5350, -1.0783, -2.8210], [0.3711, -2.8708, -2.1124], [2.3339, -1.3724, -2.2847], [1.6549, -0.4650, -3.6147], [1.1405, -2.8782, -1.4618], [-0.2824, -3.6288, -2.1047], [1.8604, -1.6193, 4.0752], [2.8391, -2.2855, 3.7261], [0.7485, -2.1144, 4.6912], [1.8754, -0.2638, 4.0580], [-0.0991, -1.5824, 4.5671], [0.7161, -3.1168, 4.5763], [2.6817, 0.2100, 3.6964], [1.0675, 0.1847, 4.4853], [-1.2361, 1.3420, 5.5322], [-0.3175, 1.0553, 4.7383], [-1.7960, 2.5502, 5.6412], [-1.6844, 0.3946, 6.3813], [-2.7821, 2.6444, 5.8032], [-1.3526, 3.1622, 4.9413], [-2.6032, 0.3662, 6.7855], [-1.2187, -0.4965, 6.4121]], "forces_ev_per_a": [[-0.7, 0.3, -1.6], [-1.0, -0.2, -0.7], [1.6, -0.3, 1.3], [-1.4, -0.1, -0.3], [0.7, 0.2, -0.9], [0.0, 0.4, 0.5], [0.2, 0.0, 0.0], [0.2, 0.1, -0.2], [0.7, -0.3, 0.7], [0.0, 0.1, 0.5], [-0.1, 0.0, 0.6], [-0.6, 0.0, -0.7], [0.1, -0.4, 0.6], [-0.4, 0.3, -0.1], [0.0, 0.3, 0.5], [0.6, 0.4, -0.4], [0.4, -0.8, 0.0], [-0.2, -0.4, 0.0], [-0.1, -0.7, -1.1], [0.2, 1.1, 1.5], [0.1, -0.8, 0.3], [0.6, 0.0, -0.9], [-0.7, 0.1, 0.2], [0.4, 0.2, 0.3], [-0.3, 0.4, 0.3], [0.3, -0.1, -0.2], [0.3, 0.3, 0.3], [-0.2, 0.2, -0.2], [-0.3, -0.6, -0.3], [0.0, 0.1, -0.1], [-0.6, 0.1, 0.1], [-0.2, 0.1, 0.2], [0.5, 0.0, 0.2], [0.1, -0.2, -0.5], [0.4, 0.3, -0.9], [-1.2, 1.3, 2.2], [1.1, -0.3, -1.4], [-0.4, -0.2, -0.6], [-0.7, 0.5, 0.7], [0.8, 0.0, -0.5], [0.2, 0.1, -0.3], [-0.2, -0.3, 0.1], [0.1, -0.2, 0.3], [0.5, 0.0, -0.2], [-0.1, -0.4, 0.0], [-0.7, -0.1, 0.3], [0.0, 0.0, -0.2], [0.4, 0.0, 0.1], [0.1, -0.1, 0.0], [-0.2, -0.2, 0.2], [-0.2, -0.4, 0.0], [-0.4, -1.7, -0.5], [2.3, 0.1, 0.9], [-0.3, -1.2, -0.5], [0.4, 0.2, -0.1], [-0.5, 0.7, 0.9], [-1.0, 0.4, -0.5], [-0.2, 1.0, -0.1], [-0.5, 0.1, 0.8], [0.4, 0.1, -0.1], [-0.2, 0.0, 0.0], [-0.3, 0.5, 0.3], [0.0, 0.2, -0.1], [0.0, 0.3, -0.2], [0.4, -0.6, -0.8], [0.0, 0.1, -0.2], [0.0, -0.1, 0.2], [0.0, -0.1, 0.0], [0.3, -1.0, 1.1], [-0.6, 0.6, -0.3], [-0.4, 0.4, -0.5], [0.1, 0.3, 0.3], [-0.1, 0.2, -0.3], [0.1, 0.2, 0.0], [0.0, 0.0, 0.0], [-0.1, -0.4, -0.6], [-2.6, 2.4, -0.9], [1.3, -0.9, -0.7], [0.4, 0.1, -2.8], [1.6, -0.5, -0.2], [0.6, -0.4, -0.3], [0.6, 0.6, -2.5], [-0.6, 0.0, 0.1], [-0.2, -0.3, -0.3], [-0.7, -0.3, -1.9], [-0.6, -0.3, 0.2], [0.3, 1.7, 0.9], [0.3, 1.3, 2.1], [0.4, 0.0, -0.1], [-0.4, -0.2, 0.1], [-0.1, 0.1, -0.3], [-0.8, -0.3, 0.4], [-2.6, 1.2, 0.3], [1.5, -0.4, 0.1], [0.2, 0.1, 0.3], [0.8, -1.9, 0.8], [0.3, 0.1, -0.3], [0.2, 0.3, -0.4], [0.3, 0.4, -0.4], [-0.1, 0.1, -0.2], [0.5, 0.7, 1.7], [-0.5, -0.1, -0.9], [-0.4, 0.2, -0.6], [0.5, -0.3, -0.2], [0.0, -0.1, 0.0], [0.0, 0.0, 0.0], [-0.1, -0.4, -0.1], [0.0, 0.0, -0.1], [-1.3, -2.1, -0.6], [0.4, 0.3, 0.5], [0.7, 0.9, -2.0], [0.8, 0.4, 0.4], [0.2, -0.1, 0.2], [0.5, 0.0, 0.1], [-0.2, -0.5, 0.3], [-0.3, 0.3, -0.3], [0.3, 1.4, 3.6], [0.0, -2.2, 4.5], [0.4, -0.9, -0.6], [-0.2, -1.0, -0.1], [-0.2, -0.2, 0.2], [-0.6, 0.1, 0.2], [0.0, 0.2, 0.1], [0.2, 0.7, -0.1], [-0.1, -1.3, 0.2], [-0.1, 0.7, 0.4], [0.7, 0.7, -1.0], [-0.2, -1.0, 0.7], [0.0, 0.0, 0.2], [-0.7, 0.4, 0.0], [0.0, 0.5, 0.0], [-0.1, 0.0, -0.5]], "lowdin_charge": [-0.077, -0.413, -0.207, -0.196, -0.111, 0.038, 0.076, 0.080, 0.036, 0.129, 0.118, 0.124, 0.088, 0.085, 0.088, 0.067, 0.039, -0.058, -0.431, -0.187, -0.218, -0.094, 0.029, 0.086, 0.073, 0.054, 0.137, 0.124, 0.125, 0.065, 0.081, 0.085, 0.068, 0.071, -0.058, -0.422, -0.209, -0.234, -0.071, 0.031, 0.071, 0.073, 0.073, 0.132, 0.107, 0.132, 0.097, 0.083, 0.066, 0.074, 0.072, -0.058, -0.424, -0.188, -0.175, -0.147, 0.023, 0.072, 0.062, 0.079, 0.141, 0.125, 0.123, 0.088, 0.059, 0.074, 0.068, 0.069, -0.620, -0.064, 0.209, 0.178, 0.108, 0.081, 0.104, 0.055, -0.625, -0.009, 0.114, 0.176, 0.046, -0.079, 0.092, 0.107, -0.671, -0.018, 0.187, 0.164, 0.063, 0.032, 0.081, 0.071, -0.658, -0.037, 0.200, 0.163, 0.074, 0.045, 0.093, 0.107, -0.646, -0.019, 0.169, 0.187, 0.103, 0.108, 0.078, 0.096, -0.691, 0.020, 0.121, 0.181, 0.089, 0.110, 0.079, 0.104, -0.633, 0.020, 0.210, 0.186, 0.063, 0.099, 0.131, 0.041, -0.631, -0.028, 0.178, 0.171, 0.111, 0.054, 0.106, 0.084], "charge": 0, "energy_ha": -2958.2020}